ORCA calculation (ωB97M-V/def2-TZVPD) on a molecular structure, C5H21O7 in a non-equilibrium geometry.

## Properties
* orbital gap (alpha / beta): 10.50 / 6.34 eV
* multiplicity: 2
* charge: 0
* ⟨S²⟩: 0.754
* calculated total energy: -19853.9928 eV

Last column: Löwdin charge in e.
Positions of all 33 atoms, in Å:
C -2.907 -0.677 0.209  -0.27
O -4.049 0.124 0.312  -0.05
C -1.524 -0.011 0.489  -0.17
C -0.480 -1.056 0.946  -0.18
C -0.510 -2.263 -0.061  -0.14
C -0.035 -1.834 -1.478  -0.22
O 0.485 -0.575 -1.510  0.05
H -3.018 -1.427 0.991  0.12
H -2.794 -1.021 -0.828  0.12
H -4.079 0.918 -0.220  0.09
H -1.116 0.456 -0.427  0.10
H -1.800 0.707 1.270  0.12
H 0.458 -0.527 0.987  0.06
H -0.850 -1.406 1.911  0.12
H -1.494 -2.659 0.181  0.10
H 0.081 -3.102 0.310  0.11
H -0.868 -2.049 -2.169  0.13
H 0.767 -2.496 -1.850  0.16
H 2.355 1.829 -2.577  0.02
H 2.482 1.432 -1.161  -0.03
O 2.796 2.153 -1.778  -0.10
H 1.926 -1.068 2.765  0.03
H 2.386 -0.393 1.324  -0.03
O 2.466 -0.437 2.299  -0.08
H 1.782 1.473 1.509  -0.02
H 2.355 2.911 1.152  0.03
O 2.050 2.328 1.851  -0.06
H -0.713 3.218 -1.170  0.03
H -1.850 3.144 -0.258  0.03
O -1.675 3.176 -1.209  -0.06
H 1.618 -0.323 -0.918  0.04
H 3.230 -0.578 -0.568  0.08
O 2.527 0.033 -0.326  -0.15

---

ORCA calculation (ωB97M-V/def2-TZVPD) on a molecular structure, C14H27Br3Cl2MnNO6 in a non-equilibrium geometry.

## Properties
* orbital gap (alpha / beta): 9.63 / 9.58 eV
* multiplicity: 6
* charge: +1
* ⟨S²⟩: 8.753
* calculated total energy: -295213.8429 eV

Last column: Löwdin charge in e.
Positions of all 54 atoms, in Å:
Mn 9.236 8.818 9.132  1.05
N 11.572 9.438 10.096  -0.51
O 11.153 9.567 8.855  -0.17
O 10.739 8.809 10.799  -0.06
O 12.689 9.699 10.453  0.11
C 13.686 6.767 9.176  -0.88
Cl 13.683 7.976 7.787  0.50
Cl 12.183 5.798 9.112  0.52
H 14.493 6.045 8.986  0.03
H 13.761 7.402 10.074  0.03
C 13.015 12.040 6.298  -1.62
Br 12.633 12.308 4.442  0.59
Br 12.220 13.320 7.460  0.58
Br 14.948 12.057 6.707  0.54
H 12.625 11.092 6.423  -0.10
C 10.087 6.584 5.680  -0.10
C 8.547 6.334 6.131  -0.11
C 8.081 7.696 6.528  -0.23
O 9.179 8.375 7.043  -0.23
C 10.252 8.080 6.080  -0.13
H 10.273 6.415 4.613  0.11
H 10.875 5.961 6.244  0.11
H 8.727 5.659 6.987  0.11
H 8.000 5.872 5.335  0.11
H 7.367 7.613 7.310  0.10
H 7.700 8.164 5.645  0.14
H 11.182 8.423 6.527  0.07
H 10.099 8.672 5.174  0.13
C 7.659 4.800 10.713  -0.13
C 6.416 5.483 10.075  -0.12
C 6.811 6.934 10.023  -0.21
O 8.228 6.993 9.975  -0.22
C 8.694 5.881 10.804  -0.13
H 7.903 3.913 10.098  0.13
H 7.384 4.477 11.686  0.10
H 5.556 5.270 10.697  0.12
H 6.254 5.102 9.071  0.11
H 6.461 7.503 10.904  0.14
H 6.363 7.388 9.186  0.10
H 8.842 6.242 11.813  0.14
H 9.557 5.516 10.321  0.07
C 6.033 11.945 9.226  -0.15
C 6.759 12.100 10.575  -0.12
C 7.327 10.709 10.748  -0.14
O 7.835 10.366 9.397  -0.28
C 6.983 11.130 8.421  -0.14
H 5.754 12.873 8.760  0.12
H 5.139 11.215 9.250  0.15
H 6.108 12.372 11.434  0.14
H 7.522 12.818 10.392  0.12
H 6.605 9.964 10.969  0.10
H 8.238 10.651 11.397  0.15
H 6.624 10.415 7.721  0.11
H 7.769 11.667 7.914  0.13

---

ORCA calculation (ωB97M-V/def2-TZVPD) on 2 unconnected molecules or ions with the total composition C5HO3 in a non-equilibrium geometry.

## Properties
* orbital gap: 6.01 eV
* charge: -1
* calculated total energy: -11340.6928 eV

Last column: Löwdin charge in e.
Positions of all 9 atoms, in Å:
C 0.238 -0.416 -0.925  -0.18
C -1.179 -0.239 -0.551  -0.29
C 0.070 0.730 -0.306  -0.04
C 1.977 0.754 1.566  -0.53
C -2.391 -0.417 -0.795  -0.30
O 2.637 1.496 0.981  0.16
O -3.570 -0.714 -0.806  -0.06
O 1.470 0.010 2.286  0.17
H 0.747 -1.204 -1.450  0.06

---

ORCA calculation (ωB97M-V/def2-TZVPD) on a single C19H21N3S molecule in a non-equilibrium geometry.

## Properties
* orbital gap: 8.09 eV
* charge: 0
* SMILES: CCCc1nc(-c2cccc(NC)n2)c(-c2ccccc2C)s1
* calculated total energy: -35349.6422 eV

Last column: Löwdin charge in e.
Positions of all 44 atoms, in Å:
N -2.396 0.013 -0.343  0.11
N 0.732 -0.634 1.744  0.18
S -1.078 0.693 -2.479  1.10
C -2.553 0.325 -1.619  -0.60
C -1.036 0.058 0.047  -0.21
C -0.208 0.515 -0.953  -0.41
C -0.600 -0.446 1.406  -0.16
C 1.044 -1.001 2.974  -0.38
C -1.558 -0.714 2.393  -0.08
C 0.108 -1.181 4.003  -0.01
C -1.256 -1.029 3.676  -0.08
C 3.461 0.094 -1.684  -0.08
C 3.995 1.230 -1.068  -0.08
C 2.088 -0.132 -1.592  -0.04
C 3.151 2.057 -0.310  -0.05
C 1.243 0.729 -0.884  -0.23
C 1.780 1.839 -0.225  -0.24
N 2.345 -1.075 3.302  -0.02
C 0.913 2.797 0.516  -0.03
C 3.402 -0.663 2.376  -0.08
C -3.435 -1.678 -3.803  -0.12
C -3.901 0.335 -2.244  -0.20
C -4.312 -1.118 -2.681  -0.25
H -2.636 -0.598 2.175  0.11
H 0.391 -1.526 5.005  0.11
H -2.043 -1.262 4.396  0.11
H 4.098 -0.562 -2.263  0.10
H 5.064 1.429 -1.128  0.10
H 1.599 -0.939 -2.071  0.10
H 3.640 2.858 0.208  0.10
H 2.511 -1.205 4.286  0.12
H 0.230 2.265 1.143  0.06
H 1.582 3.434 1.154  0.10
H 0.343 3.401 -0.157  0.08
H 3.523 0.425 2.362  0.08
H 4.340 -1.087 2.723  0.07
H 3.258 -1.013 1.345  0.08
H -3.604 -1.106 -4.731  0.08
H -2.336 -1.595 -3.603  0.06
H -3.682 -2.737 -3.939  0.07
H -4.608 0.642 -1.481  0.11
H -3.968 1.027 -3.136  0.13
H -5.351 -1.111 -3.028  0.10
H -4.277 -1.755 -1.812  0.10

---

ORCA calculation (ωB97M-V/def2-TZVPD) on a molecular structure, C26H32N6O3STi in a non-equilibrium geometry.

## Properties
* orbital gap (alpha / beta): 4.78 / 4.81 eV
* charge: -2
* calculated total energy: -76513.9526 eV

Last column: Löwdin charge in e.
Positions of all 69 atoms, in Å:
Ti 0.067 0.878 -0.738  1.08
C -0.229 -3.411 3.787  -0.10
C 0.504 -3.568 2.456  -0.28
N 1.697 -2.754 2.339  -0.06
C 1.602 -1.375 2.118  -0.92
S 3.043 -0.468 2.446  0.37
N 0.459 -0.971 1.662  -0.02
N 0.401 0.352 1.218  -0.13
C 0.101 1.285 2.145  -0.35
C -0.249 0.959 3.566  -0.05
C 0.125 2.578 1.652  -0.26
C -0.031 3.765 2.416  -0.06
C 0.140 4.990 1.851  -0.14
C 0.492 5.061 0.459  -0.12
C 0.591 3.912 -0.256  -0.18
N 0.378 2.660 0.266  -0.06
H -1.190 -3.937 3.772  0.06
H 0.364 -3.809 4.618  0.06
H -0.420 -2.355 3.977  0.05
H 0.795 -4.614 2.309  0.10
H -0.162 -3.306 1.636  0.07
H 2.443 -2.951 2.987  0.06
H 0.652 0.865 4.182  0.07
H -0.899 1.724 3.992  0.06
H -0.768 0.002 3.598  0.06
H -0.266 3.674 3.469  0.09
H 0.030 5.891 2.444  0.07
H 0.673 6.008 -0.034  0.07
H 0.842 3.938 -1.309  0.09
O 0.138 2.009 -4.381  0.07
N 0.145 1.557 -3.269  -0.54
O -0.712 0.737 -2.854  -0.07
O 1.015 1.898 -2.395  -0.10
C -1.484 -4.649 -0.463  -0.15
C -0.140 -4.709 -0.811  -0.13
C 0.595 -3.561 -1.054  -0.05
C 0.012 -2.279 -0.975  -0.30
C -1.346 -2.239 -0.599  -0.04
C -2.069 -3.390 -0.349  -0.12
N 0.714 -1.116 -1.194  -0.04
C 1.888 -1.183 -1.955  -0.31
C 1.936 -1.830 -3.201  -0.05
C 3.086 -1.795 -3.973  -0.12
C 4.217 -1.114 -3.534  -0.14
C 4.178 -0.471 -2.304  -0.10
C 3.035 -0.507 -1.519  -0.03
H -2.051 -5.550 -0.265  0.07
H 0.360 -5.670 -0.875  0.09
H 1.650 -3.645 -1.282  0.11
H -1.830 -1.279 -0.486  0.07
H -3.110 -3.300 -0.057  0.09
H 1.053 -2.346 -3.558  0.11
H 3.095 -2.294 -4.937  0.09
H 5.111 -1.084 -4.146  0.08
H 5.049 0.058 -1.936  0.09
H 3.017 -0.046 -0.537  0.07
C -2.415 3.212 -1.918  -0.09
C -2.629 2.657 -0.511  -0.50
C -4.120 2.693 -0.167  -0.11
C -2.051 1.250 -0.345  -0.22
H -2.948 4.158 -2.060  0.07
H -2.767 2.503 -2.674  0.08
H -1.358 3.406 -2.111  0.05
H -2.114 3.320 0.190  0.11
H -4.684 2.046 -0.849  0.07
H -4.531 3.707 -0.243  0.06
H -4.289 2.328 0.850  0.07
H -2.196 0.935 0.695  0.05
H -2.632 0.563 -0.979  0.05

---

ORCA calculation (ωB97M-V/def2-TZVPD) on a molecular structure, C15H30FO15Tl in a non-equilibrium geometry.

## Properties
* orbital gap: 4.03 eV
* charge: +2
* calculated total energy: -54142.7622 eV

Last column: Löwdin charge in e.
Positions of all 62 atoms, in Å:
Tl 0.881 0.870 -0.814  1.53
F 0.690 2.408 -2.984  -0.31
C -3.191 -1.903 -2.088  0.03
O -2.643 -1.596 -3.383  0.08
C -1.662 -0.759 -3.478  -0.57
O -1.199 -0.043 -2.588  0.05
O -1.301 -0.626 -4.734  0.07
C -0.534 0.490 -5.162  -0.01
H -3.762 -2.822 -2.123  0.11
H -3.837 -1.038 -1.920  0.11
H -2.473 -1.930 -1.273  0.07
H -0.360 0.452 -6.233  0.11
H 0.404 0.620 -4.621  0.08
H -1.082 1.421 -5.005  0.11
C 1.333 -3.689 2.990  0.00
O 1.234 -2.580 2.083  0.03
C 1.392 -1.335 2.448  -0.60
O 1.383 -0.422 1.651  0.03
O 1.538 -1.206 3.764  0.02
C 2.052 0.049 4.221  -0.01
H 0.876 -3.484 3.958  0.10
H 2.392 -3.765 3.239  0.11
H 0.938 -4.618 2.598  0.10
H 1.763 0.187 5.263  0.11
H 1.559 0.887 3.735  0.10
H 3.138 0.103 4.217  0.11
C 6.108 -2.058 -2.436  0.00
O 4.812 -1.526 -2.168  0.05
C 4.450 -1.001 -1.037  -0.59
O 3.302 -0.723 -0.753  0.03
O 5.501 -0.751 -0.253  0.02
C 5.208 -0.130 0.993  -0.02
H 6.183 -2.323 -3.487  0.11
H 6.236 -3.051 -1.997  0.11
H 6.887 -1.385 -2.095  0.10
H 4.541 -0.749 1.591  0.09
H 4.808 0.873 0.832  0.10
H 6.107 0.046 1.579  0.11
C -3.160 0.869 2.661  0.04
O -2.869 -0.519 2.346  0.03
C -2.075 -0.793 1.338  -0.59
O -1.355 0.015 0.777  0.06
O -2.121 -2.054 0.965  0.01
C -2.418 -3.065 1.936  0.00
H -3.616 0.819 3.644  0.11
H -3.653 1.336 1.820  0.09
H -2.199 1.345 2.876  0.10
H -3.499 -3.162 2.061  0.11
H -1.995 -2.824 2.908  0.10
H -2.140 -4.065 1.614  0.11
C -1.268 4.907 -1.829  0.01
O -2.491 4.273 -1.431  0.05
C -2.466 3.128 -0.822  -0.59
O -1.554 2.312 -0.895  0.04
O -3.575 2.809 -0.178  0.02
C -4.413 3.895 0.281  0.01
H -1.509 5.947 -2.037  0.11
H -0.794 4.584 -2.754  0.09
H -0.571 4.861 -0.996  0.11
H -3.877 4.596 0.919  0.11
H -5.239 3.482 0.852  0.10
H -4.819 4.411 -0.585  0.11

---

ORCA calculation (ωB97M-V/def2-TZVPD) on a single C6H11ClS molecule in a non-equilibrium geometry.

## Properties
* orbital gap: 9.05 eV
* charge: 0
* SMILES: C=C(CCl)SC(C)C
* calculated total energy: -29754.7456 eV

Last column: Löwdin charge in e.
Positions of all 19 atoms, in Å:
C 0.268 2.072 0.775  -0.15
C 1.397 0.958 1.191  -0.67
C 2.346 0.681 -0.003  -0.17
C -0.666 -0.957 0.396  -0.72
C -1.943 -1.175 0.804  -0.03
C -0.559 -1.138 -1.121  -0.64
H -0.880 2.249 1.399  0.15
H 0.732 3.139 0.913  0.07
H -0.009 1.856 -0.394  0.06
H 1.921 1.067 2.132  0.07
H 3.025 -0.226 0.052  0.08
H 1.863 0.640 -0.974  0.04
H 3.065 1.631 -0.005  0.11
H -2.800 -1.649 0.080  0.12
H -2.458 -1.027 1.725  0.04
H 0.414 -1.581 -1.609  0.10
H -1.257 -2.057 -1.229  0.08
S 0.530 -0.560 1.546  0.92
Cl -1.009 0.133 -2.299  0.53

---

ORCA calculation (ωB97M-V/def2-TZVPD) on a single C4H7NO2 molecule in a non-equilibrium geometry.

## Properties
* orbital gap (alpha / beta): 8.15 / 8.72 eV
* charge: 0
* calculated total energy: -9842.5208 eV

Last column: Löwdin charge in e.
Positions of all 14 atoms, in Å:
O 1.191 2.138 0.866  0.09
C 0.495 1.066 0.546  -0.09
C -1.410 -0.822 0.652  -0.17
N 0.023 -1.040 0.497  -0.07
C 0.299 -0.900 -0.909  -0.20
C 0.806 0.517 -0.797  -0.39
O 1.675 1.046 -1.479  0.06
H 1.854 2.254 0.158  0.12
H -0.279 0.895 1.262  0.10
H -1.741 -0.545 1.666  0.09
H -1.933 -0.167 -0.092  0.10
H -1.587 -1.884 0.475  0.10
H -0.500 -0.971 -1.662  0.12
H 1.108 -1.587 -1.182  0.13